{
  "formula": "C16H44N3O19S3V",
  "method": "ωB97M-V/def2-TZVPD",
  "elements": ["V", "S", "S", "S", "O", "O", "O", "O", "O", "O", "O", "O", "O", "O", "O", "O", "O", "O", "O", "O", "O", "O", "O", "N", "N", "N", "C", "C", "C", "C", "C", "C", "C", "C", "C", "C", "C", "C", "C", "C", "C", "C", "H", "H", "H", "H", "H", "H", "H", "H", "H", "H", "H", "H", "H", "H", "H", "H", "H", "H", "H", "H", "H", "H", "H", "H", "H", "H", "H", "H", "H", "H", "H", "H", "H", "H", "H", "H", "H", "H", "H", "H", "H", "H", "H", "H"],
  "xyz": [[-0.16, 6.36, -3.55], [-5.92, 6.35, 9.80], [7.40, -6.54, -3.16], [6.24, 4.49, -1.75], [-4.73, 0.05, -7.97], [7.52, -8.24, -3.15], [-2.26, -5.13, 4.49], [-6.17, 6.57, 11.21], [6.23, 5.92, -2.12], [5.52, 3.56, -2.86], [8.14, -5.99, -2.04], [-4.85, 7.18, 9.21], [-1.07, -6.73, 5.32], [-0.99, 1.53, -1.35], [7.55, 3.96, -1.39], [7.83, -6.15, -4.47], [-9.88, 1.77, -4.63], [2.69, 0.19, 6.32], [-10.54, 2.88, -2.88], [1.02, 6.32, -4.63], [-3.13, 0.00, -9.44], [0.31, 7.32, -2.33], [-5.68, 4.71, 9.44], [-1.77, -6.19, 4.42], [-9.77, 2.14, -3.47], [-3.71, 0.51, -8.47], [6.41, 1.93, -4.50], [5.53, -6.28, -3.08], [-1.81, 0.02, 0.48], [-1.45, -0.84, -1.88], [-1.80, -6.94, 3.09], [1.57, -0.24, 7.09], [-1.09, 0.21, -0.86], [6.06, 3.38, -4.23], [-7.51, 6.55, 8.88], [-3.30, 1.92, -8.16], [6.97, -8.97, -4.25], [-8.51, 1.81, -2.70], [-5.14, 4.33, 8.16], [-5.47, 2.84, 7.72], [7.97, -10.14, -4.53], [5.18, 4.13, -0.27], [-5.28, 2.68, 6.66], [-1.45, -6.19, 2.37], [-7.75, 7.57, 9.20], [-2.30, 2.14, -7.80], [-4.79, 2.07, 8.09], [-4.07, 2.34, -7.51], [-3.36, 2.43, -9.12], [5.94, -9.26, -4.06], [6.89, 4.07, -4.34], [7.76, -10.86, -3.73], [0.78, -0.60, 6.43], [-6.51, 2.62, 7.98], [-7.27, 6.32, 7.85], [2.89, -0.49, 5.68], [1.26, 0.71, 7.52], [5.34, 3.69, -4.99], [1.68, -0.99, 7.86], [7.13, -8.35, -5.14], [4.20, 4.55, -0.51], [-8.74, 1.93, -1.65], [-1.76, -1.00, 0.84], [-0.90, -0.72, -2.82], [-8.20, 5.81, 9.28], [5.21, -5.93, -4.06], [-0.98, -1.76, -1.54], [7.49, -10.62, -5.38], [-1.32, 0.67, 1.21], [5.15, 3.06, -0.10], [-8.19, 0.81, -3.01], [5.62, 1.17, -4.52], [5.61, 4.69, 0.55], [4.96, -7.16, -2.78], [-2.52, -1.07, -1.88], [6.99, 1.90, -5.42], [-5.45, 4.93, 7.31], [9.05, -10.05, -4.67], [5.25, -5.36, -2.57], [-1.37, -7.94, 3.22], [-0.05, -0.05, -0.65], [-4.05, 4.43, 8.15], [-2.88, -7.09, 3.04], [-2.88, 0.22, 0.33], [-7.71, 2.46, -3.08], [7.16, 1.67, -3.76]],
  "mulliken_charge": [1.549, 1.089, 1.184, 1.100, -0.485, -0.323, -0.493, -0.564, -0.601, -0.233, -0.585, -0.586, -0.520, -0.631, -0.603, -0.610, -0.510, -0.491, -0.502, -0.603, -0.489, -0.603, -0.312, 0.818, 0.814, 0.799, -1.032, -0.944, -1.097, -1.144, -0.662, -0.483, 0.547, -0.310, -0.844, -0.713, -0.191, -0.621, -0.164, -1.142, -1.254, -0.896, 0.365, 0.276, 0.362, 0.270, 0.302, 0.326, 0.292, 0.325, 0.344, 0.318, 0.236, 0.311, 0.308, 0.293, 0.201, 0.294, 0.245, 0.351, 0.330, 0.287, 0.300, 0.331, 0.305, 0.350, 0.342, 0.376, 0.278, 0.302, 0.276, 0.301, 0.355, 0.292, 0.291, 0.353, 0.288, 0.322, 0.389, 0.293, 0.117, 0.283, 0.287, 0.326, 0.256, 0.298],
  "total_charge": 0,
  "e_homo_ev": -7.16,
  "homo_lumo_gap_ev": 2.58
}



{
  "formula": "C12H12NO",
  "method": "ωB97M-V/def2-TZVPD",
  "elements": ["O", "N", "C", "C", "C", "C", "C", "C", "C", "C", "C", "C", "C", "C", "H", "H", "H", "H", "H", "H", "H", "H", "H", "H", "H", "H"],
  "xyz": [[-0.15, 1.16, 0.14], [2.20, 2.28, -0.80], [-2.36, 1.23, 1.03], [-1.88, -0.12, -0.91], [-4.09, -0.22, 0.07], [3.47, 0.60, 0.42], [2.52, -1.65, 0.34], [2.27, 1.21, -0.05], [1.08, 0.39, 0.02], [3.57, -0.70, 0.69], [-1.39, 0.80, 0.07], [1.27, -1.05, -0.39], [-3.69, 0.83, 0.99], [-3.17, -0.64, -0.84], [0.35, -1.70, -0.26], [-4.56, 1.19, 1.58], [2.15, -2.19, 1.27], [-3.48, -1.27, -1.59], [1.43, -1.14, -1.51], [-5.13, -0.62, 0.10], [-1.91, 1.88, 1.73], [2.84, -2.42, -0.41], [4.23, 1.26, 0.44], [4.45, -1.22, 0.87], [-1.36, -0.33, -1.76], [1.35, 2.42, -1.26]],
  "mulliken_charge": [-0.285, -0.599, -0.460, -0.151, -0.275, -0.532, -0.482, 0.520, 0.493, -0.540, 0.400, -0.730, -0.613, -0.707, 0.414, 0.345, 0.322, 0.418, 0.390, 0.367, 0.464, 0.318, 0.540, 0.448, 0.658, 0.278],
  "total_charge": 1,
  "e_homo_ev": [-12.87, -12.87],
  "relative_energy_kj_mol": 518.62,
  "homo_lumo_gap_ev": [6.46, 6.46]
}



{
  "formula": "C3H6N2O2",
  "method": "ωB97M-V/def2-TZVPD",
  "elements": ["O", "O", "N", "N", "C", "C", "C", "H", "H", "H", "H", "H", "H"],
  "xyz": [[2.45, 0.29, -0.71], [1.24, 1.88, -1.43], [1.42, 0.91, -0.76], [0.31, 0.40, 0.00], [-1.01, 0.93, -0.34], [0.47, -0.87, 0.46], [-0.53, -1.63, 0.97], [-1.55, -1.34, 1.17], [-1.60, 0.21, -0.84], [-0.82, 1.72, -0.96], [1.55, -1.05, 0.44], [-1.56, 1.06, 0.59], [-0.37, -2.51, 1.41]],
  "mulliken_charge": [-0.648, -0.653, 1.141, -0.115, -0.968, 0.147, -0.950, 0.228, 0.382, 0.400, 0.409, 0.302, 0.323],
  "smiles": "C=CN(C)[N+](=O)[O-]",
  "total_charge": 0,
  "e_homo_ev": -9.14,
  "relative_energy_kj_mol": 581.08,
  "homo_lumo_gap_ev": 9.49
}